# 1
Molecular formula: C11H9Cl4N2O3OsS
Method: DFT, ωB97M-V with the def2-TZVPD basis set

```
31
C11H9Cl4N2O3OsS, DFT ωB97M-V with the def2-TZVPD basis set
C -1.35343 0.42578 -1.36495
H 0.56020 1.65387 -2.96523
N -0.29925 2.16151 -2.83694
H -2.67057 3.98445 -3.51276
Cl -0.43599 -4.47837 0.05258
H -1.67529 -0.66331 -3.17825
H 0.24183 4.20024 -2.87478
H -3.05195 2.47574 -1.39344
C -1.92995 3.85388 -2.72663
C -1.06890 -0.74583 -2.27298
C 1.39151 -4.04778 2.02524
C -0.52156 3.54462 -3.28982
C 0.45869 -3.52590 1.15568
H -1.93600 4.73168 -2.08445
C 0.24214 -2.14175 1.18662
Os -0.73135 0.47390 0.61744
O -0.62854 -1.47788 0.46828
H -0.01747 -0.77782 -2.56169
C 0.94947 -1.30809 2.05824
O 0.62159 -0.04240 1.95469
C 2.10382 -3.20062 2.92518
C 1.88667 -1.83591 2.95311
O -2.35515 0.37545 -0.47234
Cl 3.25020 -3.88823 3.98625
Cl 1.69760 -5.72918 2.02894
Cl 2.71269 -0.77894 4.01159
H -0.48649 3.60065 -4.37473
N -2.22625 2.64395 -1.94905
S -0.46911 2.46864 1.01368
C -1.26833 1.75386 -2.04519
H -1.31593 -1.67153 -1.76361
```

Results
Spin multiplicity   1
Maximum force   1.2 eV Å⁻¹
Total energy   -3089.1836 hartree
Frontier orbital gap (alpha / beta)   6.65 / 5.54 eV
LUMO (alpha / beta)   -5.0 / -5.9 eV
Charge   +1
Energy above the lowest of the compared OMol25 structures with the same formula, charge and spin   0.004 eV

Partial atomic charges computed with the Mulliken method, in multiples of e:
1 C 1.55
2 H 0.23
3 N -0.07
4 H 0.31
5 Cl -0.15
6 H 0.39
7 H 0.30
8 H 0.25
9 C -0.45
10 C -1.43
11 C 0.43
12 C -0.42
13 C 0.00
14 H 0.30
15 C 0.02
16 Os 0.95
17 O -0.57
18 H 0.33
19 C 0.53
20 O -0.67
21 C 0.46
22 C -0.03
23 O -0.74
24 Cl -0.13
25 Cl -0.14
26 Cl -0.15
27 H 0.30
28 N 0.00
29 S -0.16
30 C -0.67
31 H 0.43

---

# 2
Molecular formula: C26H28AlCl5NO5P
Method: DFT, ωB97M-V with the def2-TZVPD basis set

```
67
C26H28AlCl5NO5P, DFT ωB97M-V with the def2-TZVPD basis set
H 5.08060 -0.86006 0.81760
H 5.96196 -2.92560 -0.28871
C -2.86745 2.49285 0.61806
C -3.44675 -0.21005 -0.83432
H -0.01474 -2.91338 -1.33051
H -1.45880 -1.25783 3.24834
H -5.25194 -3.00857 2.25460
C 2.11187 3.89254 -0.48260
O 1.85887 -2.10114 -0.93434
H 5.17070 -3.33993 1.23092
O -1.21761 0.05172 1.00531
C -4.39278 -1.72007 0.78568
O -1.30685 2.33038 -2.64435
Cl 2.80749 4.44676 -1.94322
Cl 1.03534 5.38075 3.08576
N -3.02855 0.93339 -1.28362
H -3.56539 1.89578 1.19339
Cl 0.19475 2.32401 3.28136
H -1.14890 4.10581 -3.72026
C -1.53681 4.46723 0.33615
C 0.77933 -5.00342 0.75136
H 0.40770 3.38390 -3.21731
P 1.72563 -1.63193 0.55633
H -2.69465 4.03363 2.09237
H 0.32176 -2.86896 -3.81367
H -3.16960 1.08584 -2.27869
H -5.20457 -1.85585 0.08075
H 4.33895 -3.61644 -0.32221
Al 0.44382 0.32986 0.93704
H 1.88951 -2.08391 -3.58957
C 0.69190 -2.23409 -1.81152
Cl 2.35273 6.40289 0.44797
C -2.47207 2.08200 -0.64372
H 1.05142 -6.02188 1.03042
C -1.14822 4.06255 -0.93389
H 0.23729 -1.24385 -1.91130
H -0.50023 4.69319 -1.52755
H -1.17334 5.41288 0.71987
C 5.00180 -2.94718 0.22840
H 1.63240 -3.74192 -3.01557
C -0.60313 3.17428 -3.56936
C -2.28723 -1.38003 2.56155
H 2.49754 -4.04227 1.67609
O 3.18621 -1.55593 1.07484
C -1.61666 2.85572 -1.43462
C 1.90338 4.76518 0.59525
H 1.09901 -4.21357 2.74649
C -3.33794 -0.84427 0.45221
C -3.36395 -2.18326 2.88881
C 1.16935 -2.76367 -3.13599
C 0.94428 2.97904 1.86436
O 0.94659 -2.66336 1.43217
C 1.72252 2.57167 -0.33667
C 4.43875 -1.55444 0.28496
H -0.30758 -4.92688 0.77869
H -0.55038 2.61794 -4.49868
C 1.13262 2.10137 0.81931
C 1.40942 -4.03985 1.72081
C -2.25338 -0.71744 1.34022
C -2.38673 3.69060 1.11475
H -3.99852 -0.77440 -1.58098
H 4.21077 -1.15676 -0.70189
C 1.31717 4.31349 1.78583
H -3.37540 -2.68649 3.84685
Cl 1.89928 1.41053 -1.62914
C -4.42246 -2.36589 1.99730
H 1.12989 -4.83317 -0.26789
```

Results
Spin multiplicity   1
Maximum force   0.3 eV Å⁻¹
Total energy   -4322.8860 hartree
Frontier orbital gap   7.53 eV
LUMO   -6.5 eV
Charge   +2

Partial atomic charges computed with the Mulliken method, in multiples of e:
1 H 0.40
2 H 0.43
3 C 0.11
4 C -0.37
5 H 0.36
6 H 0.59
7 H 0.45
8 C -0.62
9 O -0.18
10 H 0.32
11 O 1.31
12 C -0.94
13 O -0.51
14 Cl -0.08
15 Cl -0.11
16 N 0.18
17 H 0.57
18 Cl -0.15
19 H 0.40
20 C -0.75
21 C -1.02
22 H 0.24
23 P 0.63
24 H 0.44
25 H 0.42
26 H 0.32
27 H 0.48
28 H 0.27
29 Al -2.06
30 H 0.33
31 C 0.17
32 Cl -0.12
33 C -0.14
34 H 0.43
35 C -0.57
36 H 0.13
37 H 0.57
38 H 0.60
39 C -1.21
40 H 0.36
41 C -0.79
42 C -0.73
43 H 0.20
44 O -0.22
45 C 0.82
46 C 0.84
47 H 0.34
48 C 0.93
49 C -0.67
50 C -1.48
51 C 0.40
52 O -0.04
53 C 1.16
54 C -0.08
55 H 0.28
56 H 0.27
57 C -0.28
58 C -0.08
59 C 0.66
60 C -1.21
61 H 0.50
62 H 0.25
63 C -0.51
64 H 0.49
65 Cl -0.06
66 C -0.90
67 H 0.21

---

# 3
Molecular formula: C26H35N7O8
Method: DFT, ωB97M-V with the def2-TZVPD basis set

```
76
C26H35N7O8, DFT ωB97M-V with the def2-TZVPD basis set
C -0.87624 2.61975 2.55544
N -7.97192 2.85795 -3.24942
C 0.34990 1.97472 2.45256
C 8.74415 5.02101 1.77188
N -10.20136 6.86183 4.79429
C 11.91227 -4.12372 -2.93456
H 10.38644 -5.52519 -3.50486
N 8.92165 5.60854 2.83621
H 8.93757 -0.73368 -1.71149
C 10.62046 -4.49259 -3.29186
H -0.86094 -6.46678 -3.61950
O 1.09715 -8.04198 -2.53817
C -0.94202 -6.81113 -2.59907
H -9.08220 8.65794 4.17445
O 8.85001 -1.41622 -2.38088
H -1.54304 -8.03854 0.99312
H -13.71050 4.18257 0.89522
C -1.94345 0.42741 3.06315
O -3.18580 2.55663 2.70312
H -6.63646 0.12399 -4.09564
H -5.53700 0.80650 -2.93318
C 0.44697 0.64139 2.65271
N 1.44472 -0.27048 -5.96236
C 11.22252 -1.93441 -2.29847
C 9.91136 -2.28072 -2.51505
H 13.26569 -2.60000 -2.30837
H -10.38841 9.80947 4.35772
H 9.07224 5.54697 -0.20335
H 1.43456 0.53876 -2.99051
H -9.20449 6.97908 4.68205
C -2.15644 -6.47698 -1.96232
H 11.52753 -0.96132 -1.94282
H -6.96436 0.00173 -2.27001
C -0.19504 -8.06419 -0.65602
N -11.51498 1.96975 1.75826
O -3.51519 -6.63831 -0.03089
H -10.60838 5.97598 5.05832
H -0.92144 3.65867 2.26391
C -2.33533 -6.92765 -0.64666
H 9.47277 6.44903 2.93590
H 0.88085 -8.06054 -3.47331
C -1.99548 1.85286 2.80027
H 8.85974 5.06375 3.68442
C -1.34391 -7.66369 0.00003
H -2.81937 -0.18252 3.22796
H 9.72376 6.61638 0.96141
C -12.51112 2.53764 1.68707
H -0.04493 -0.46179 -3.22378
N 9.26663 5.73643 0.76950
H -0.51575 -1.22865 2.91614
H 1.18509 2.64033 2.29188
H -14.65550 2.80031 1.04292
C 9.55505 -3.52305 -3.02644
C -0.70225 -0.16568 2.87454
C -10.80651 7.98648 4.86690
H 1.54790 -1.17049 -2.86976
N -10.06352 8.85430 4.31074
H -14.15426 3.50577 2.46783
C 1.30809 -0.29739 -4.84857
H -3.04022 -6.04161 -2.40483
H 2.33246 0.83621 2.41529
H 12.92228 -5.71241 -3.63083
O 1.69203 0.13869 2.57313
C -13.76933 3.26295 1.47740
C 1.02598 -0.38061 -3.40993
C -0.03901 -7.65364 -1.95274
C -6.58992 0.58690 -3.10992
O -11.82898 8.21786 5.43483
H -3.92869 2.03341 2.39337
H -3.75330 -7.22954 0.68699
O 12.98919 -4.98786 -3.00460
H 0.45019 -8.71443 -0.08396
H 8.48212 -3.64641 -3.02202
O 8.16782 3.96227 1.63513
C 12.23706 -2.81907 -2.55401
C -7.38721 1.84111 -3.20588
```

Results
SMILES   Oc1ccc(O)cc1.Oc1ccc(O)cc1.Oc1ccc(O)cc1.NC(N)=O.NC(N)=O.CC#N.CC#N.CC#N
Spin multiplicity   1
Maximum force   10.5 eV Å⁻¹
Total energy   -1996.8392 hartree
Frontier orbital gap   8.27 eV
LUMO   0.2 eV
Energy above the lowest of the compared OMol25 structures with the same formula, charge and spin   4.911 eV

Partial atomic charges computed with the Mulliken method, in multiples of e:
1 C -0.62
2 N -0.36
3 C -0.28
4 C 0.60
5 N -0.35
6 C 0.60
7 H 0.31
8 N -0.33
9 H 0.30
10 C -0.60
11 H 0.31
12 O -0.52
13 C -0.49
14 H 0.17
15 O -0.53
16 H 0.26
17 H 0.27
18 C -0.65
19 O -0.53
20 H 0.25
21 H 0.25
22 C 0.65
23 N -0.31
24 C -0.39
25 C 0.48
26 H 0.36
27 H 0.22
28 H 0.21
29 H 0.24
30 H 0.14
31 C -0.49
32 H 0.29
33 H 0.25
34 C -0.60
35 N -0.34
36 O -0.54
37 H 0.20
38 H 0.37
39 C 0.49
40 H 0.18
41 H 0.29
42 C 0.52
43 H 0.24
44 C -0.40
45 H 0.35
46 H 0.14
47 C 0.33
48 H 0.24
49 N -0.38
50 H 0.40
51 H 0.23
52 H 0.29
53 C -0.41
54 C -0.51
55 C 0.63
56 H 0.27
57 N -0.39
58 H 0.25
59 C 0.28
60 H 0.38
61 H 0.29
62 H 0.31
63 O -0.53
64 C -0.81
65 C -0.73
66 C 0.61
67 C -0.67
68 O -0.63
69 H 0.31
70 H 0.30
71 O -0.53
72 H 0.40
73 H 0.36
74 O -0.66
75 C -0.55
76 C 0.28

---

# 4
Molecular formula: C8H15BrFNO5P
Method: DFT, ωB97M-V with the def2-TZVPD basis set

```
32
C8H15BrFNO5P, DFT ωB97M-V with the def2-TZVPD basis set
H -0.61256 4.30942 3.12988
H 0.92082 4.94315 2.50208
H -0.94644 -2.78093 -0.56044
F -3.75925 -0.13975 -2.36649
O 1.83926 -3.06151 0.57647
C 1.34625 0.47537 -1.19724
C 2.00276 2.38988 1.84352
O 0.82651 1.39193 -1.93873
Br 0.32904 -2.36881 -3.31580
C 0.60150 2.85322 2.14235
O -0.36838 2.26126 1.71987
H -4.08014 -2.15999 -1.81199
C -2.54863 -1.28707 -0.51355
C 0.44810 4.09154 2.99500
H 1.01261 -3.57606 0.59148
C -1.45695 -2.09887 -1.31259
H 1.96539 1.49290 1.22143
P 1.88690 -2.40035 -1.01533
O 2.40170 0.71753 -0.56202
H -2.17715 -0.28569 -0.15673
N -0.42969 -1.23745 -1.96269
H 0.21477 -0.92732 0.03047
C 0.68910 -0.94049 -0.99659
H 2.54421 3.16677 1.30066
H 0.89950 3.92606 3.97542
H -2.85987 -1.94203 0.35312
O 3.47677 -1.92391 -1.23929
H -1.92984 -2.77834 -2.06623
H 2.51924 2.15032 2.77762
H 3.81772 -2.29899 -2.06874
H -4.70265 -0.81949 -0.69212
C -3.87060 -1.14229 -1.38283
```

Results
Spin multiplicity   1
Maximum force   4.2 eV Å⁻¹
Total energy   -3760.0113 hartree
Frontier orbital gap   6.79 eV
LUMO   2.8 eV
Charge   -1

Partial atomic charges computed with the Mulliken method, in multiples of e:
1 H 0.31
2 H 0.30
3 H 0.08
4 F -0.30
5 O -0.57
6 C 0.10
7 C -0.69
8 O -0.78
9 Br -0.15
10 C 0.83
11 O -0.54
12 H 0.28
13 C -0.46
14 C -1.16
15 H 0.35
16 C -0.23
17 H 0.02
18 P 0.17
19 O -0.78
20 H 0.23
21 N -0.32
22 H 0.23
23 C 0.53
24 H 0.29
25 H 0.30
26 H 0.32
27 O -0.43
28 H 0.48
29 H 0.34
30 H 0.36
31 H 0.27
32 C -0.39